# 1
C10H15AlN3OP | wB97M-V/def2-TZVPD

Each line ends with the natural charge from an NBO analysis.
Positions of all 31 atoms, in Å:
C: 2.444 -0.135 -2.277  -0.379
C: 1.695 -1.333 -2.246  -0.354
C: 0.653 -1.220 -3.292  -0.376
C: 0.820 0.087 -3.904  -0.344
C: 1.925 0.728 -3.325  -0.383
Al: 1.622 -0.264 1.019  0.744
P: 2.869 1.716 1.617  -0.026
H: 3.431 -0.018 -1.762  0.196
H: 1.902 -2.133 -1.534  0.203
H: -0.158 -1.967 -3.445  0.190
H: 2.318 1.708 -3.605  0.191
H: 0.071 0.474 -4.643  0.189
H: 2.837 2.853 0.727  0.022
H: 4.270 1.477 1.726  0.069
H: 2.526 2.223 2.889  0.015
C: -1.874 -2.183 3.067  -0.400
N: -1.817 -1.102 2.036  -0.380
C: -2.866 -0.219 1.869  0.090
C: -2.738 0.792 0.960  -0.361
C: -1.557 0.927 0.239  0.469
N: -0.432 0.231 0.611  -0.655
C: -0.630 -0.802 1.486  0.750
O: 0.431 -1.400 1.960  -0.773
N: -1.565 1.688 -0.870  -0.710
H: -1.732 -3.173 2.590  0.238
H: -2.873 -2.139 3.508  0.209
H: -1.093 -2.007 3.824  0.241
H: -3.734 -0.385 2.514  0.233
H: -3.550 1.473 0.757  0.241
H: -2.425 2.230 -1.053  0.405
H: -0.770 1.870 -1.442  0.446

Forces on the atoms, in the same order (eV/Å):
0.56 0.56 -0.42
-1.51 0.70 -1.52
1.17 0.48 1.74
-1.24 -1.31 0.19
0.09 -0.29 0.97
1.81 -2.62 -1.94
-0.14 1.85 -0.42
-1.02 0.06 -0.45
-0.21 -0.02 -0.46
0.73 0.76 -0.09
-0.07 -0.36 0.08
1.12 -0.22 0.59
0.42 0.10 0.66
-0.74 -0.05 -0.03
0.45 0.39 0.11
0.06 0.06 -0.40
-1.08 -0.28 0.59
0.29 -0.02 -0.18
-1.25 -0.62 1.07
1.61 -0.23 -1.65
-1.06 -0.32 0.77
1.80 0.18 1.24
-2.55 1.07 -0.77
-1.22 0.45 1.18
0.04 0.68 0.26
0.25 -0.05 -0.02
-0.40 -0.13 -0.39
0.34 0.12 -0.47
-0.14 -0.05 0.12
1.06 -0.61 0.05
0.81 -0.25 -0.39

## Properties
HOMO energy (spin up / spin down) in eV: -4.9593 / -4.6930

=====

# 2
C10H15B | wB97M-V/def2-TZVPD

Each line ends with the natural charge from an NBO analysis.
Positions of all 26 atoms, in Å:
B: -2.160 1.451 -0.281  0.770
C: -1.822 -2.595 0.550  -0.229
C: -1.223 -1.686 -0.018  -0.099
C: -1.899 0.251 -1.388  -0.832
C: 2.190 0.670 0.539  -0.402
C: 2.782 -0.644 0.160  -0.421
C: 0.999 1.030 -0.401  -0.420
C: 1.531 -1.408 -0.230  -0.399
C: 0.661 -0.304 -0.995  -0.265
C: -0.826 -0.710 -0.897  -0.002
C: -2.549 1.740 1.206  -1.113
H: -2.228 -3.295 1.272  0.236
H: -2.904 -0.148 -1.363  0.265
H: -1.663 0.694 -2.361  0.236
H: 1.839 0.634 1.653  0.192
H: 2.812 1.564 0.582  0.214
H: 3.484 -0.504 -0.759  0.194
H: 3.411 -1.334 0.911  0.224
H: 0.218 1.347 0.412  0.217
H: 1.429 1.741 -1.080  0.227
H: 1.729 -2.292 -0.888  0.231
H: 0.982 -1.585 0.822  0.218
H: 0.848 -0.258 -2.149  0.217
H: -1.586 1.517 1.803  0.245
H: -3.472 1.358 1.516  0.254
H: -2.583 2.763 1.386  0.243

Forces on the atoms, in the same order (eV/Å):
0.00 -0.44 -0.94
0.35 0.04 0.66
-1.29 -1.17 0.10
1.18 1.31 1.29
-0.17 1.69 3.47
2.59 -1.90 -1.16
0.13 -0.77 3.36
-1.06 0.78 0.40
-1.41 -2.28 -2.10
0.07 1.65 0.19
3.66 -0.86 -0.83
0.26 0.47 -0.61
-0.35 -0.61 -0.31
-0.13 -0.23 0.14
0.29 -0.26 -1.82
0.70 -0.33 -0.15
-1.11 -0.29 1.35
-1.32 2.14 -1.20
0.96 0.24 -2.26
-0.85 0.70 -0.41
-0.50 0.45 1.04
1.00 -0.29 -2.61
0.17 -0.35 1.88
-1.67 -0.60 -0.28
-1.11 -1.29 0.85
-0.39 2.19 -0.07

## Properties
HOMO energy (spin up / spin down) in eV: -6.3443 / -7.1369
ΔE to the lowest compared entry with this formula, charge and spin in kJ/mol: 483.4

=====

# 3
C10H15B3O10 | wB97M-V/def2-TZVPD

Each line ends with the natural charge from an NBO analysis.
Positions of all 38 atoms, in Å:
C: 4.269 -2.752 1.686  -0.110
C: 3.888 -1.610 1.657  -0.387
B: 3.111 -0.316 1.427  1.114
O: 3.728 0.831 0.940  -0.872
B: 3.029 1.448 -0.079  0.979
O: 1.674 1.256 -0.226  -0.903
B: 1.128 0.115 0.370  1.209
C: -0.001 -0.743 -0.276  -0.832
C: -1.384 -0.486 0.336  -0.033
O: -1.313 -0.226 1.736  -0.725
O: 1.739 -0.282 1.564  -0.877
H: 4.630 -3.750 1.719  0.232
H: 3.636 2.132 -0.841  -0.108
H: -0.044 -0.646 -1.363  0.244
H: 0.256 -1.790 -0.079  0.256
H: -1.840 0.402 -0.103  0.179
H: -2.025 -1.350 0.141  0.164
H: -1.053 -1.037 2.185  0.468
O: -1.016 -3.888 -0.497  -0.580
C: -2.134 -4.243 -0.314  0.969
O: -3.192 -3.875 -1.073  -0.489
C: -4.323 -4.666 -0.692  -0.100
C: -3.962 -5.074 0.725  -0.100
O: -2.531 -5.063 0.685  -0.488
H: -5.229 -4.071 -0.762  0.207
H: -4.394 -5.520 -1.367  0.188
H: -4.297 -4.345 1.465  0.188
H: -4.317 -6.062 1.002  0.207
O: -0.395 6.633 -2.911  -0.569
C: 0.289 6.136 -2.078  0.966
O: 1.628 6.313 -1.971  -0.492
C: 2.063 5.754 -0.729  -0.100
C: 0.975 4.736 -0.438  -0.105
O: -0.157 5.312 -1.100  -0.490
H: 3.051 5.317 -0.843  0.204
H: 2.101 6.548 0.019  0.183
H: 1.184 3.762 -0.881  0.198
H: 0.763 4.613 0.620  0.203

Forces on the atoms, in the same order (eV/Å):
0.10 0.26 0.06
-0.21 -0.26 0.15
0.01 0.70 0.56
-0.03 -0.66 -0.61
0.12 0.56 0.34
0.29 -0.55 -0.48
-0.23 0.66 0.53
-0.10 -0.26 0.13
0.14 -0.03 -0.02
-0.12 -0.01 -0.01
0.22 -0.83 -0.70
0.05 -0.06 0.00
-0.15 0.18 0.07
-0.03 0.16 0.05
0.01 0.04 -0.01
-0.02 -0.04 0.02
-0.11 0.13 -0.07
0.10 0.03 -0.01
-0.01 -0.01 0.03
0.00 0.01 -0.01
-0.02 0.00 -0.02
-0.06 -0.06 0.03
-0.09 0.02 0.00
-0.01 -0.01 0.02
0.06 0.09 -0.01
0.01 -0.01 0.01
0.00 0.01 -0.01
0.10 -0.04 -0.02
-0.01 0.01 -0.01
0.00 -0.01 0.00
0.02 0.01 0.00
0.02 -0.03 0.09
0.09 -0.06 0.02
0.00 0.00 0.01
-0.01 0.01 -0.12
-0.02 0.00 0.01
0.00 0.00 -0.01
-0.11 0.06 -0.01

## Properties
HOMO energy in eV: -10.3918
SMILES: C#CB1OBOB(CCO)O1.O=C1OCCO1.O=C1OCCO1

=====

# 4
C10H15BNO | wB97M-V/def2-TZVPD

Each line ends with the natural charge from an NBO analysis.
Positions of all 28 atoms, in Å:
B: 0.479 -1.719 -1.419  0.924
C: 0.763 1.637 2.917  -0.218
C: 0.472 1.760 1.546  -0.197
C: 1.354 0.384 3.350  -0.169
C: 0.653 0.752 0.683  -0.160
C: 1.572 -0.640 2.481  -0.105
C: 1.327 -0.431 1.127  0.391
C: 0.166 0.764 -0.739  -0.432
C: -0.522 -0.497 -1.316  -0.502
C: 2.161 -1.954 2.820  -0.644
C: -2.552 0.364 -2.831  -0.388
N: -1.070 -0.118 -2.648  -0.523
O: 1.715 -1.360 0.285  -0.669
H: 1.071 -2.562 -1.934  -0.056
H: 0.658 2.541 3.574  0.233
H: 0.152 2.698 1.164  0.206
H: 1.767 0.334 4.337  0.224
H: -0.657 1.583 -0.788  0.224
H: 0.911 1.310 -1.371  0.240
H: -1.349 -0.808 -0.535  0.307
H: 2.668 -2.093 3.812  0.235
H: 1.318 -2.710 2.697  0.226
H: 3.115 -2.224 2.144  0.238
H: -2.881 0.876 -2.042  0.228
H: -2.664 0.972 -3.691  0.242
H: -3.178 -0.461 -3.019  0.232
H: -0.437 0.680 -2.887  0.458
H: -1.022 -0.948 -3.344  0.455

Forces on the atoms, in the same order (eV/Å):
2.36 2.37 4.43
1.13 -0.78 -0.14
-0.30 1.32 2.45
-0.88 3.05 0.01
0.90 -3.51 -0.95
0.87 -0.08 -0.38
-1.59 1.21 -0.55
-1.23 3.13 -0.11
-0.07 -1.46 1.94
2.24 -2.19 -0.20
2.28 -1.72 -1.86
-1.52 -0.30 -2.08
-2.27 -1.59 -4.11
-0.12 -0.52 -0.55
0.15 -1.29 -0.58
-0.63 0.75 -0.12
-0.27 -0.22 0.56
0.85 -1.27 0.30
0.02 -1.34 -0.29
1.26 0.53 -1.58
-1.18 0.60 -0.45
1.46 0.47 0.10
-2.56 0.48 0.92
-0.93 1.95 3.45
0.60 0.69 -0.91
-0.48 -1.36 0.14
-0.58 -0.91 -0.67
0.49 2.00 1.20

## Properties
HOMO energy (spin up / spin down) in eV: -10.6101 / -10.6107
ΔE to the lowest compared entry with this formula, charge and spin in kJ/mol: 358.2
Net charge: +1